12 unconnected molecules or ions with the total composition C50H73F6N3O29S2. Source: the Open Molecules 2025 dataset; level of theory: ωB97M-V with the def2-TZVPD basis set.

```
163
Properties=species:S:1:pos:R:3:forces:R:3
O -0.83673 -1.52177 1.06869 0.1 -0.1 0.6
H -0.46846 -2.35231 1.53294 0.2 0.5 -0.7
H -0.26907 -0.69218 1.23208 -0.6 -0.1 0.1
H -1.03525 -1.68318 0.11067 -0.5 -0.4 -0.6
C -2.12190 1.41375 2.85666 -0.6 2.0 -1.0
F -2.89332 2.43010 3.27461 0.5 -0.5 0.4
F -2.17712 0.41089 3.69167 0.1 -0.2 -0.1
F -2.60934 1.08199 1.64605 0.4 -0.7 0.4
S -0.36251 2.04695 2.61475 1.5 -0.6 1.3
O -0.28699 3.44035 2.20118 -1.0 -2.1 -0.1
O 0.32014 1.76524 3.85952 -0.7 0.0 -0.1
N 0.14298 0.81942 1.53983 -0.7 1.6 1.9
S 0.94046 1.59379 0.45506 1.6 3.3 -3.5
O 0.04953 2.26662 -0.48801 1.0 -1.1 0.7
O 2.07084 2.40011 0.94217 -1.2 -1.6 -0.2
C 1.77828 0.24164 -0.50909 -1.5 0.6 -0.3
F 2.49645 -0.47744 0.33773 0.5 -0.4 -0.1
F 0.88512 -0.54980 -1.12778 -0.4 -0.5 0.5
F 2.46401 0.77682 -1.49102 1.0 0.3 0.5
C -5.17082 -0.89900 -2.54599 0.8 0.0 0.6
O -4.26979 -0.58621 -1.47113 0.4 -0.6 -0.2
C -2.99328 -0.10403 -1.89620 -0.5 0.9 0.0
C -2.08842 -1.10765 -2.56106 -2.4 -0.5 0.7
N -1.86107 -2.20990 -1.60953 2.0 -0.3 -0.9
C -1.06387 -3.23885 -2.31578 1.0 -0.9 0.7
C -1.92101 -4.36787 -2.84086 0.3 1.4 -0.6
O -2.54423 -5.10979 -1.81039 0.4 -0.6 -1.6
C -3.35249 -6.11465 -2.43757 -0.1 -0.2 0.6
H -4.60373 -1.31786 -3.37820 -0.3 -0.1 -0.2
H -5.71427 -0.01718 -2.88753 0.0 0.1 0.1
H -5.84236 -1.64774 -2.13476 -0.2 0.0 -0.2
H -2.47852 0.26924 -1.00694 -0.2 0.2 0.1
H -3.20867 0.72324 -2.58082 0.5 0.0 0.0
H -1.17483 -0.63294 -2.90218 0.2 -0.2 0.1
H -2.72115 -1.44641 -3.39272 0.8 -0.3 -0.5
H -2.69602 -2.74422 -1.38914 -0.5 0.9 0.3
H -0.24896 -3.61052 -1.67931 -0.5 -0.3 0.4
H -0.41997 -2.93539 -3.14613 -0.6 0.9 -0.2
H -1.29127 -4.88834 -3.57525 -0.2 -0.9 0.5
H -2.70792 -3.91088 -3.46160 -0.1 0.0 0.0
H -4.08113 -5.73447 -3.16016 -0.2 0.6 0.5
H -3.81171 -6.60547 -1.58135 -0.3 -0.3 -0.4
H -2.79941 -6.82254 -3.06312 0.5 -0.1 0.5
C 1.38197 -2.24907 3.34590 1.7 -0.6 0.4
O 0.88915 -2.98555 2.22205 -1.2 0.7 0.7
C 0.89101 -4.38472 2.42311 2.2 -0.9 0.4
C 0.43792 -5.08217 1.15757 -2.1 0.3 0.7
N -0.88927 -4.50749 0.81335 0.4 1.1 -0.3
C -1.92421 -4.69012 1.85802 0.0 -1.1 -1.3
C -3.27025 -4.19457 1.28713 0.3 0.0 0.2
O -3.45907 -2.80196 1.42795 0.0 0.4 -0.8
C -4.06776 -2.42014 2.63723 0.4 -0.5 0.8
H 1.04564 -2.55567 4.34015 -0.8 -0.3 -0.3
H 1.28581 -1.16774 3.28373 -0.5 0.0 -0.7
H 2.45472 -2.46812 3.38612 0.1 0.3 0.0
H 0.45118 -4.71052 3.36903 -0.8 0.3 -0.2
H 1.93748 -4.67361 2.60751 0.1 0.0 -0.2
H 0.24351 -6.14810 1.32292 0.8 -0.2 0.3
H 1.20577 -4.95386 0.39744 -0.3 0.2 -0.3
H -1.26968 -4.93715 -0.02278 0.3 0.1 -0.1
H -1.59847 -4.22625 2.78380 -0.3 0.0 0.2
H -1.98708 -5.78682 1.91660 -0.4 0.0 1.0
H -4.17480 -4.70420 1.62688 0.3 -0.3 0.6
H -3.19876 -4.49541 0.23913 -0.3 0.7 -0.2
H -5.13112 -2.66476 2.70381 0.0 -0.2 -0.2
H -3.96651 -1.35629 2.84689 0.2 0.1 -0.6
H -3.53603 -2.92666 3.45266 -0.3 0.0 0.2
C 3.27846 4.51450 -1.35687 -1.3 0.4 0.5
C 2.32241 5.04926 -0.49327 0.1 0.2 0.8
C 1.05133 5.37798 -0.91560 0.0 -1.5 -1.8
C 0.75857 5.04284 -2.25086 -1.6 0.4 -0.2
C 1.64566 4.55318 -3.17630 1.6 1.4 1.0
C 2.94674 4.40564 -2.69134 1.1 -1.3 -0.9
O 3.92767 3.97115 -3.59157 -0.5 -0.1 0.4
O -0.00603 5.72715 -0.12875 0.5 0.1 0.5
H 4.14534 4.09343 -0.86517 0.5 0.2 -0.6
H 2.57876 5.12543 0.55890 -0.1 0.0 0.0
H -0.26864 5.10893 -2.59965 -0.1 0.4 0.3
H 1.46384 4.56194 -4.24082 -0.3 -0.5 0.0
H 4.61737 3.57399 -3.04614 0.2 0.0 -0.3
H 0.21574 5.41034 0.75749 -0.3 0.1 0.0
C -6.48215 2.82170 -2.89105 -0.3 -0.2 2.2
C -6.23863 2.45609 -1.54564 -0.8 -0.3 -0.9
C -4.97382 2.42413 -1.02786 0.5 -0.5 -0.7
C -3.91562 2.79704 -1.85021 0.1 1.7 0.7
C -4.15538 3.34866 -3.10368 0.2 -0.6 0.7
C -5.45089 3.35933 -3.60453 0.5 -0.3 -1.7
O -5.71559 3.67745 -4.92560 -0.1 0.2 0.2
O -4.82491 1.88122 0.21114 0.3 0.1 0.4
H -7.47205 2.64791 -3.28506 0.0 0.4 -0.3
H -7.01936 2.07565 -0.89846 -0.2 0.0 -0.3
H -2.93092 2.93170 -1.41070 0.1 -0.5 -0.2
H -3.28278 3.64319 -3.67181 -0.2 0.3 -0.3
H -5.07344 4.30687 -5.26622 0.1 -0.1 0.1
H -3.91527 1.61003 0.38007 -0.2 0.2 -0.3
C 5.42224 -4.54205 -2.19164 0.6 -1.2 -0.4
C 4.24607 -4.67318 -2.93245 -0.5 0.3 0.4
C 3.12631 -3.96055 -2.53241 0.1 0.0 0.3
C 3.20268 -3.12767 -1.41073 -0.3 -0.6 0.2
C 4.38906 -2.99006 -0.73586 0.0 -0.3 0.6
C 5.52979 -3.70351 -1.11889 -0.7 1.1 0.5
O 6.75028 -3.44030 -0.54323 0.1 -0.6 0.1
O 1.92277 -4.03743 -3.17483 -0.2 0.1 0.0
H 6.30826 -5.15037 -2.34118 -0.1 0.1 -0.7
H 4.11769 -5.31146 -3.79743 0.5 -0.2 0.0
H 2.33387 -2.64112 -0.98610 -0.2 0.0 -0.4
H 4.36391 -2.40100 0.17177 0.4 0.1 -0.1
H 6.80277 -3.82005 0.34053 0.0 0.1 0.0
H 1.97920 -4.55026 -3.98750 0.3 0.0 0.0
C 3.26032 -0.00651 -4.29595 1.5 -0.5 0.4
C 4.04874 -1.04286 -3.77983 -0.9 0.7 -0.2
C 5.41011 -1.05598 -4.03253 0.5 -0.2 0.6
C 6.00295 -0.08568 -4.83349 -0.1 1.0 -0.4
C 5.23866 0.96099 -5.36341 -1.1 -0.9 0.3
C 3.88113 0.98008 -5.05079 -1.3 -0.1 -0.2
O 3.01795 1.92793 -5.58897 0.4 0.5 0.1
O 6.26236 -1.96365 -3.46224 0.3 0.1 -0.5
H 2.21577 0.02087 -4.02588 -0.1 0.2 -0.3
H 3.52853 -1.76535 -3.16105 0.6 0.1 -0.2
H 7.07357 -0.07997 -4.98381 0.0 -0.3 0.0
H 5.52734 1.70753 -6.08978 0.7 0.0 0.2
H 3.08990 2.71148 -5.01878 0.1 0.0 -0.2
H 5.87479 -2.44019 -2.72124 -0.2 0.2 -0.2
C -6.89128 0.94114 2.77672 1.2 0.4 -1.6
C -6.63051 2.39276 2.33944 0.4 -1.1 -0.6
O -7.77052 3.06587 2.86392 0.9 1.0 0.6
C -8.73675 2.18517 3.08457 -0.9 -0.3 0.3
O -9.85632 2.43839 3.40922 0.4 0.0 -0.2
O -8.27976 0.92897 2.87548 -0.9 -0.8 0.7
H -6.33162 0.67827 3.68063 -0.6 0.1 0.3
H -6.57106 0.24115 2.00056 -0.1 0.0 0.0
H -6.64305 2.57422 1.27168 -0.1 -0.4 -0.1
H -5.60764 2.62091 2.63749 -0.5 1.1 0.7
C 5.80439 1.49993 0.64156 1.5 0.0 0.4
C 5.60660 -0.04694 0.55747 1.1 2.8 -0.3
O 6.78985 -0.44888 -0.12661 -0.1 -1.3 0.3
C 7.43282 0.57324 -0.67335 0.4 1.0 -1.8
O 8.26660 0.51074 -1.53408 -0.2 -0.4 1.0
O 6.94196 1.74599 -0.23987 -1.2 0.3 0.2
H 6.17026 1.78595 1.62297 -0.2 0.0 0.1
H 4.94152 2.12721 0.42676 0.0 -0.2 -0.5
H 4.76877 -0.20923 -0.11195 -0.2 -0.8 0.6
H 5.68965 -0.32041 1.60507 -0.8 -1.1 -0.3
C 3.17998 1.09538 5.08836 1.5 -0.9 1.2
C 3.64067 2.09558 4.06450 -1.6 0.1 -0.8
O 4.78247 1.52872 3.45547 0.3 0.4 -0.1
C 5.19615 0.44387 4.13504 -0.5 0.8 0.8
O 6.28923 -0.01007 4.02866 -0.3 -0.7 -0.2
O 4.21319 0.06082 4.98964 0.1 -0.5 -0.3
H 2.19027 0.70209 4.88041 0.1 -0.2 0.0
H 3.28660 1.39926 6.12899 -0.5 0.4 -0.1
H 3.83607 3.09470 4.44392 0.2 0.0 0.0
H 2.81501 2.09000 3.35062 0.4 0.7 -0.4
C -0.95109 4.68931 6.14190 0.2 0.2 -0.2
C -0.53766 5.79436 5.14416 0.3 -1.6 -0.1
O -1.73059 6.09269 4.46298 -0.6 1.2 0.0
C -2.77816 5.46067 5.00279 -0.4 -0.4 0.1
O -3.91947 5.63709 4.72605 0.2 0.0 -0.1
O -2.35740 4.53532 5.90060 0.5 -0.2 0.4
H -0.76073 4.97449 7.17596 -0.3 0.1 0.0
H -0.37925 3.77908 5.96135 -0.5 -0.3 -0.2
H 0.05938 5.35682 4.34115 0.8 0.4 0.5
H -0.09534 6.61836 5.70087 -0.1 0.3 -0.6
```
Positions in Å, forces in eV/Å.

spin multiplicity: 1
electronic energy: -154849.5602 eV
charge: 0
E_HOMO: -7.915 eV